{"formula": "C25H25BBrFeIN4OS2", "method": "wB97M-V/def2-TZVPD", "spin_multiplicity": 5, "largest_force_ev_per_a": 0.34, "gap_ev": [7.051, 4.838], "charge": 2, "homo_ha": [-0.5052, -0.5051], "de_lowest_kj_mol": 0.00, "symbols": ["Fe", "S", "C", "N", "C", "C", "N", "C", "C", "C", "C", "C", "C", "C", "C", "S", "C", "C", "C", "C", "C", "C", "C", "H", "H", "H", "H", "H", "H", "H", "H", "H", "H", "H", "H", "H", "H", "H", "H", "H", "H", "B", "C", "N", "H", "H", "H", "O", "N", "Br", "C", "C", "C", "C", "C", "C", "I", "H", "H", "H", "H"], "xyz": [[-1.033885, -2.651482, 1.322342], [-1.349484, -4.026901, 3.087772], [-0.338364, -3.370607, 4.291228], [-0.456169, -3.680768, 5.551062], [0.438758, -3.075800, 6.551108], [1.817658, -2.956935, 5.970598], [1.747487, -2.219879, 4.704008], [2.884126, -1.305850, 4.434888], [2.808273, -0.099257, 5.333633], [1.832450, 0.872086, 5.120763], [1.747623, 1.965805, 5.966430], [2.638212, 2.098493, 7.025051], [3.615848, 1.138700, 7.235395], [3.699312, 0.039284, 6.391203], [0.737374, -2.383627, 3.894277], [0.587893, -1.547399, 2.427053], [-1.544612, -4.528834, 6.100818], [-2.328025, -3.753310, 7.125733], [-3.136139, -2.695965, 6.714880], [-3.841098, -1.957393, 7.650342], [-3.745845, -2.275640, 9.000074], [-2.949098, -3.332712, 9.411832], [-2.237161, -4.069833, 8.474808], [0.441084, -3.718151, 7.428555], [0.038143, -2.103056, 6.843935], [2.274165, -3.932933, 5.787753], [2.453582, -2.389406, 6.646923], [2.864594, -1.044687, 3.380684], [3.789985, -1.880382, 4.633569], [1.150167, 0.783746, 4.282565], [0.996056, 2.724198, 5.793148], [2.575404, 2.957835, 7.678774], [4.319252, 1.247404, 8.049658], [4.477934, -0.699978, 6.545095], [-1.070019, -5.406644, 6.541437], [-2.166925, -4.852952, 5.272742], [-3.224634, -2.459183, 5.659374], [-4.474616, -1.141448, 7.329735], [-4.302307, -1.703037, 9.729587], [-2.884385, -3.588301, 10.460648], [-1.625347, -4.905212, 8.796849], [-0.237017, -1.286073, -2.938638], [-0.463342, -1.462983, -1.399754], [-0.631093, -1.682841, -0.274875], [0.812626, -0.727910, -3.120748], [-1.185052, -0.655767, -3.360092], [-0.237403, -2.427618, -3.354145], [-2.812113, -3.424716, -0.755080], [-2.607565, -3.352313, 0.357575], [-5.215658, -0.093309, -6.919374], [-3.367788, -0.189440, -6.917559], [-2.662409, 0.649098, -7.762329], [-1.279799, 0.598447, -7.780943], [-0.566705, -0.298048, -6.953030], [-1.238023, -1.140063, -6.114606], [-2.648352, -1.104334, -6.071003], [-3.592639, -2.351730, -4.796800], [-3.199709, 1.336687, -8.399109], [-0.736375, 1.259163, -8.443649], [0.513811, -0.314943, -6.979603], [-0.704625, -1.819967, -5.467711]], "atomic_forces_ev_per_a": [[0.0629, 0.0194, 0.0975], [0.0031, -0.0246, -0.0370], [0.0180, -0.0078, -0.0006], [-0.0369, 0.0497, 0.0026], [0.0062, -0.0070, -0.0039], [-0.0129, 0.0224, 0.0087], [0.0094, -0.0318, -0.0217], [0.0146, -0.0078, -0.0045], [0.0069, -0.0044, 0.0124], [-0.0106, -0.0050, 0.0033], [0.0003, 0.0025, -0.0013], [0.0002, -0.0020, 0.0007], [-0.0003, 0.0015, -0.0010], [0.0084, 0.0076, -0.0078], [0.0011, -0.0169, -0.0029], [-0.0371, 0.0270, -0.0007], [-0.0069, -0.0020, -0.0002], [0.0062, 0.0007, 0.0044], [0.0102, 0.0094, 0.0006], [0.0000, -0.0006, 0.0011], [0.0005, -0.0003, 0.0012], [-0.0006, 0.0000, -0.0003], [-0.0156, -0.0109, -0.0006], [0.0052, -0.0030, -0.0034], [-0.0029, -0.0025, 0.0077], [0.0032, 0.0003, 0.0022], [-0.0009, 0.0029, -0.0007], [0.0012, 0.0119, 0.0034], [-0.0066, -0.0075, -0.0090], [0.0023, -0.0004, 0.0045], [-0.0005, 0.0002, 0.0010], [0.0000, -0.0001, 0.0002], [-0.0003, 0.0001, 0.0006], [-0.0021, -0.0019, 0.0017], [0.0074, 0.0037, -0.0016], [-0.0031, -0.0062, 0.0104], [0.0003, 0.0003, 0.0011], [-0.0007, 0.0002, 0.0004], [-0.0004, -0.0003, 0.0005], [-0.0003, -0.0003, 0.0002], [0.0025, 0.0017, 0.0006], [-0.1150, 0.0485, 0.0409], [0.1637, -0.0281, 0.0787], [-0.0136, 0.0098, -0.0663], [-0.0116, 0.0103, -0.0073], [0.0187, 0.0132, 0.0601], [-0.0144, -0.0009, -0.0510], [-0.1667, -0.2413, 0.1727], [0.0762, 0.1698, -0.1652], [-0.0095, -0.0206, 0.0172], [-0.0233, 0.0576, -0.0326], [0.0053, 0.0172, -0.0065], [-0.0567, 0.0152, -0.0050], [0.0158, -0.0609, 0.0431], [0.0726, -0.0182, -0.0668], [-0.0705, -0.0848, 0.0734], [0.0843, 0.0936, -0.1602], [0.0123, 0.0054, -0.0113], [0.0041, -0.0005, 0.0009], [0.0020, 0.0105, -0.0152], [-0.0050, -0.0138, 0.0303]], "nbo_charge": [0.9066, -0.1062, 0.1494, -0.2871, -0.2415, -0.2440, -0.2900, -0.2586, 0.0024, -0.2442, -0.1793, -0.1854, -0.1900, -0.2394, 0.1187, -0.0375, -0.2577, 0.0001, -0.2401, -0.1897, -0.1840, -0.1783, -0.2370, 0.2557, 0.2474, 0.2333, 0.2632, 0.2514, 0.2346, 0.2165, 0.2288, 0.2344, 0.2345, 0.2186, 0.2367, 0.2496, 0.2115, 0.2306, 0.2350, 0.2338, 0.2191, -0.6144, 0.5028, -0.7228, 0.0486, 0.0008, 0.0176, -0.0497, 0.1992, 0.2546, -0.0727, -0.2636, -0.0362, -0.1444, -0.2139, -0.1528, 0.5820, 0.2625, 0.2488, 0.2535, 0.2783]}